The following is a DFT calculation (ωB97M-V with the def2-TZVPD basis set) of a molecular structure, C43H65AsCaGeN2O9P2Si.

lowest unoccupied orbital energy	-0.3	eV
Kohn-Sham gap	0.2351	Ha

Structure (XYZ):
```
125
Properties=species:S:1:pos:R:3:forces:R:3
Ca 0.253 -1.146 -0.348 -0.922 0.755 0.748
C 3.556 -4.511 -1.272 0.050 -0.036 -0.023
C 3.547 -2.985 -1.171 0.056 0.113 0.059
O 4.751 -2.413 -1.703 0.034 -0.026 0.003
P 3.627 -2.520 0.663 -0.366 -0.020 0.036
O 4.147 -1.004 0.516 0.130 0.034 0.077
O 1.190 -3.300 1.007 -0.030 -0.038 0.234
O 1.961 -2.078 0.948 0.369 -0.320 -0.482
P 2.185 -2.350 -2.207 -0.309 0.360 0.023
O 2.129 -0.690 -1.773 -0.188 -1.272 -0.258
O 2.580 -2.466 -3.621 0.040 0.068 -0.004
O 0.857 -2.903 -1.690 0.573 0.230 0.084
H 4.537 -4.868 -0.958 -0.019 -0.024 0.027
H 3.369 -4.844 -2.294 0.034 0.022 -0.013
H 2.802 -4.957 -0.621 -0.018 0.003 -0.005
H 4.661 -2.424 -2.670 -0.008 0.015 -0.014
H 4.403 -0.808 -0.401 -0.066 0.080 -0.065
H 0.954 -3.458 0.058 0.253 -0.152 -0.102
H 1.471 -0.319 -2.389 0.392 0.460 -0.261
O 0.256 0.645 2.068 -0.143 0.218 0.341
N -0.657 1.579 1.724 -0.026 -0.110 -0.064
N -0.750 1.743 0.490 -0.393 0.081 -0.194
O -0.089 1.135 -0.405 0.393 -0.131 0.117
C -1.789 2.672 0.037 0.233 -0.196 0.146
C -2.093 2.649 -1.309 -0.115 0.106 0.035
C -3.112 3.472 -1.770 0.036 -0.049 0.000
C -3.788 4.297 -0.884 -0.006 0.016 -0.032
C -3.451 4.306 0.464 0.027 -0.027 0.086
C -2.443 3.486 0.946 -0.156 0.129 -0.144
H -1.553 1.993 -1.972 0.010 -0.005 0.001
H -3.373 3.450 -2.820 -0.009 0.006 0.001
H -4.583 4.938 -1.241 -0.005 -0.002 -0.009
H -3.983 4.951 1.151 -0.002 0.007 -0.005
H -2.185 3.478 1.994 0.030 -0.030 0.002
C 0.163 2.530 4.258 -0.013 0.012 0.083
Si 0.316 0.710 3.862 0.141 0.060 -0.259
C -1.146 -0.269 4.528 -0.031 -0.070 -0.010
C -1.172 -0.111 6.056 -0.005 -0.002 0.051
C -2.467 0.278 3.961 0.045 0.054 -0.038
C -1.055 -1.761 4.179 -0.047 -0.076 -0.059
C 2.065 0.132 4.303 -0.035 0.053 -0.048
C 3.032 0.822 3.326 0.059 -0.033 -0.051
C 2.427 0.595 5.725 0.032 0.072 0.013
C 2.263 -1.385 4.256 0.034 -0.027 0.078
H 0.532 2.744 5.262 -0.020 -0.018 0.014
H -0.871 2.867 4.203 -0.012 -0.005 -0.008
H 0.745 3.130 3.556 0.032 -0.009 -0.012
H -1.225 0.935 6.369 -0.003 0.016 -0.021
H -0.302 -0.565 6.534 0.017 -0.009 -0.013
H -2.058 -0.615 6.454 -0.007 -0.007 0.000
H -2.603 1.344 4.158 0.029 0.016 0.025
H -3.295 -0.254 4.440 -0.021 0.000 -0.005
H -2.557 0.105 2.888 0.034 0.028 0.057
H -0.279 -2.271 4.749 -0.007 0.017 -0.010
H -0.866 -1.932 3.117 -0.016 0.021 -0.055
H -2.007 -2.249 4.408 -0.021 0.005 0.022
H 2.971 1.911 3.396 -0.022 0.008 0.013
H 2.855 0.545 2.287 -0.011 -0.054 0.003
H 4.060 0.536 3.570 -0.001 0.005 0.014
H 2.417 1.681 5.830 -0.002 -0.004 -0.028
H 3.443 0.257 5.950 0.001 -0.001 0.013
H 1.769 0.175 6.487 -0.019 -0.015 -0.003
H 1.906 -1.842 3.339 -0.036 -0.020 -0.141
H 1.753 -1.873 5.087 0.025 0.005 0.012
H 3.330 -1.613 4.352 0.005 0.002 -0.011
C -7.262 -0.377 0.581 -0.069 -0.008 0.003
C -5.826 -0.217 0.105 0.014 -0.008 -0.004
C -5.345 -1.386 -0.749 -0.032 0.030 0.048
C -3.850 -1.289 -1.053 -0.015 0.061 -0.120
Ge -2.534 -1.771 0.381 -0.123 -0.204 0.065
C -2.544 -3.793 0.348 0.046 0.007 0.018
C -3.777 -4.554 0.835 -0.049 -0.016 -0.019
C -4.005 -4.442 2.337 0.009 0.026 -0.006
C -5.233 -5.211 2.803 -0.058 -0.046 0.029
H -7.599 0.483 1.163 0.017 0.011 0.003
H -7.366 -1.263 1.211 0.012 -0.006 0.002
H -7.949 -0.494 -0.261 0.015 0.002 -0.013
H -5.160 -0.113 0.967 -0.008 -0.002 0.005
H -5.725 0.706 -0.478 0.013 0.012 0.014
H -5.936 -1.400 -1.676 0.004 -0.005 0.000
H -5.576 -2.324 -0.233 0.022 0.009 0.011
H -3.634 -0.255 -1.351 0.040 -0.012 -0.026
H -3.587 -1.912 -1.918 -0.025 -0.023 0.005
H -3.380 -1.466 1.669 0.055 -0.003 -0.050
H -1.676 -4.133 0.929 -0.010 0.008 -0.006
H -2.323 -4.068 -0.690 -0.006 0.009 -0.012
H -3.686 -5.619 0.582 0.004 0.003 0.002
H -4.672 -4.201 0.312 0.009 -0.002 0.001
H -4.103 -3.388 2.608 0.008 0.004 0.005
H -3.114 -4.811 2.858 -0.002 -0.013 0.003
H -6.139 -4.823 2.331 0.007 0.016 -0.017
H -5.372 -5.145 3.883 0.016 0.013 0.004
H -5.161 -6.270 2.542 0.019 0.000 -0.003
C -1.031 -4.157 -6.331 0.001 -0.006 -0.009
C -0.448 -3.029 -6.890 0.014 0.033 -0.018
C -0.377 -1.847 -6.166 -0.032 -0.019 -0.054
C -0.892 -1.796 -4.878 -0.045 0.057 0.093
C -1.467 -2.929 -4.313 0.031 -0.064 0.002
C -1.541 -4.106 -5.043 -0.009 -0.027 0.021
As -0.842 -0.195 -3.774 0.015 -0.412 0.181
C 0.208 1.002 -4.858 0.003 0.028 -0.069
C 1.582 0.970 -5.043 -0.042 0.029 -0.038
C 2.174 1.935 -5.846 0.056 -0.011 0.000
C 1.396 2.920 -6.444 0.022 0.023 -0.020
C 0.023 2.950 -6.260 -0.022 -0.032 0.058
C -0.585 1.982 -5.464 0.108 0.030 -0.004
C -2.034 1.852 -5.211 -0.071 0.007 0.016
C -3.018 2.695 -5.719 0.010 -0.033 0.029
C -4.352 2.436 -5.445 -0.017 0.030 -0.017
C -4.713 1.342 -4.670 -0.043 -0.029 0.022
C -3.740 0.502 -4.143 0.038 0.043 -0.037
C -2.405 0.761 -4.411 0.074 0.211 -0.092
H -1.077 -5.078 -6.898 -0.009 -0.004 0.003
H -0.043 -3.067 -7.893 0.007 -0.006 0.003
H 0.087 -0.974 -6.609 -0.014 0.006 0.012
H -1.841 -2.909 -3.295 0.018 0.031 0.007
H -1.985 -4.987 -4.595 -0.005 -0.003 -0.008
H 2.187 0.186 -4.598 -0.006 0.005 -0.010
H 3.243 1.918 -6.011 -0.002 0.002 -0.001
H 1.867 3.669 -7.068 0.005 0.001 0.002
H -0.567 3.719 -6.741 -0.006 -0.002 0.000
H -2.750 3.545 -6.333 0.006 -0.001 -0.005
H -5.117 3.089 -5.845 -0.004 -0.003 -0.001
H -5.758 1.142 -4.469 0.000 0.000 0.000
H -4.028 -0.340 -3.531 -0.001 -0.033 0.028
```
Forces are in eV/Å.

=====

The following is a DFT calculation (ωB97M-V with the def2-TZVPD basis set) of a molecular structure, C43H65MnN4PS3.

lowest unoccupied orbital energy (alpha / beta)	-4.7 / -4.9	eV
Kohn-Sham gap (alpha / beta)	0.2996 / 0.2920	Ha
multiplicity	6
net charge	+2

Structure (XYZ):
```
117
Properties=species:S:1:pos:R:3:forces:R:3
Mn 0.317 -0.177 1.832 0.293 0.108 0.381
C 1.861 2.403 0.899 -0.072 0.010 0.021
C 1.145 3.264 1.929 0.020 0.013 -0.027
C -0.323 2.995 2.128 0.015 -0.028 0.001
C -1.177 4.070 2.357 0.022 0.033 -0.011
C -2.522 3.858 2.592 -0.016 0.002 -0.007
C -2.996 2.554 2.593 0.013 0.012 0.003
C -2.095 1.544 2.341 -0.033 0.003 0.033
N -0.789 1.737 2.107 -0.163 0.060 -0.099
N 2.209 1.046 1.365 -0.059 -0.015 -0.080
C 3.109 1.066 2.533 0.044 0.043 -0.034
C 2.388 1.012 3.853 0.042 0.020 0.057
C 2.998 1.480 5.011 0.014 0.015 -0.040
C 2.305 1.424 6.205 0.010 0.010 0.050
C 1.009 0.924 6.205 -0.017 -0.001 0.007
C 0.483 0.475 5.013 0.010 0.003 -0.016
N 1.162 0.494 3.858 -0.135 -0.096 0.040
C 2.855 0.320 0.269 0.094 -0.110 0.001
C 2.908 -1.156 0.565 -0.070 0.032 0.045
C 3.863 -1.965 -0.031 0.012 0.011 -0.004
C 3.887 -3.315 0.271 -0.012 -0.021 0.012
C 2.977 -3.810 1.196 0.039 -0.002 -0.026
C 2.060 -2.940 1.747 -0.009 0.018 0.003
N 1.994 -1.638 1.424 0.001 -0.087 -0.226
H 2.776 2.919 0.583 0.031 0.017 0.011
H 1.231 2.285 0.015 0.007 0.006 0.041
H 1.246 4.302 1.611 0.002 0.006 -0.018
H 1.647 3.216 2.900 -0.002 -0.009 0.003
H -0.771 5.074 2.347 -0.022 -0.023 0.007
H -3.188 4.693 2.767 0.010 -0.016 0.003
H -4.038 2.326 2.774 0.022 0.012 -0.003
H -2.416 0.513 2.309 -0.009 -0.029 -0.006
H 3.750 1.953 2.501 0.018 0.009 -0.010
H 3.778 0.206 2.474 -0.021 -0.048 0.015
H 4.000 1.888 4.966 -0.025 -0.007 0.003
H 2.759 1.779 7.121 -0.008 -0.004 -0.019
H 0.418 0.886 7.110 0.018 0.003 -0.014
H -0.529 0.093 4.961 -0.021 -0.041 0.008
H 3.867 0.698 0.077 0.011 0.000 0.013
H 2.267 0.483 -0.632 -0.045 -0.041 -0.048
H 4.579 -1.531 -0.717 -0.009 -0.014 0.018
H 4.619 -3.968 -0.187 -0.014 0.014 0.010
H 2.984 -4.848 1.496 0.003 0.022 -0.010
H 1.359 -3.287 2.494 0.059 0.009 -0.044
C -4.382 -1.290 2.067 0.078 0.067 -0.028
C -3.580 -1.659 0.823 -0.043 -0.029 0.000
S -1.754 -1.684 0.843 -0.070 -0.004 -0.033
C -1.305 -3.383 1.254 0.035 -0.050 -0.031
C -1.255 -3.800 2.723 0.011 0.003 -0.075
S -0.589 -2.539 3.842 -0.001 0.083 0.058
C -1.929 -2.374 5.053 -0.042 -0.017 0.034
C -3.151 -1.562 4.641 0.056 0.012 0.051
S -4.264 -2.414 3.476 -0.032 -0.031 0.028
H -5.433 -1.293 1.772 -0.010 -0.053 -0.005
H -4.182 -0.275 2.402 -0.002 0.002 0.028
H -3.833 -0.969 0.014 0.017 0.031 0.021
H -3.861 -2.656 0.482 0.004 0.002 -0.007
H -0.326 -3.500 0.786 0.005 0.024 0.019
H -1.979 -4.043 0.706 -0.023 0.011 -0.007
H -0.639 -4.697 2.804 0.010 0.018 0.000
H -2.249 -4.047 3.075 -0.050 -0.012 0.025
H -1.459 -1.913 5.925 0.006 0.027 -0.023
H -2.210 -3.380 5.367 -0.008 0.006 -0.027
H -2.853 -0.602 4.222 0.005 0.022 -0.063
H -3.733 -1.351 5.540 -0.013 -0.016 -0.006
C 3.132 1.802 -4.752 -0.003 0.009 -0.010
C 3.517 0.640 -3.842 0.030 0.020 0.016
C 2.267 -0.120 -3.382 0.025 -0.018 0.019
C 1.074 0.829 -3.111 0.000 0.014 -0.096
C 1.608 2.223 -2.758 0.019 -0.029 0.037
C 2.281 2.838 -3.989 0.003 0.017 -0.027
P -0.090 0.122 -1.854 0.123 -0.015 0.090
C -0.448 -1.586 -2.497 -0.010 -0.046 -0.032
C -0.679 -1.743 -4.016 -0.012 0.049 -0.043
C -0.451 -3.188 -4.485 0.015 0.005 -0.017
C -0.901 -4.169 -3.412 -0.023 0.000 0.004
C 0.011 -4.056 -2.181 0.022 -0.017 0.018
C 0.561 -2.630 -2.002 0.052 -0.035 -0.017
C -1.709 0.983 -2.148 -0.097 0.003 -0.023
C -2.098 1.336 -3.607 -0.001 -0.029 -0.010
C -1.982 2.832 -3.885 0.019 0.013 -0.012
C -2.927 3.650 -2.991 0.012 0.014 -0.004
C -3.119 2.991 -1.617 -0.020 -0.004 0.019
C -1.874 2.203 -1.224 0.036 -0.005 0.005
H 2.573 1.408 -5.605 -0.010 -0.005 0.023
H 4.022 2.274 -5.166 -0.010 0.009 -0.003
H 4.068 1.028 -2.977 -0.011 -0.004 -0.005
H 4.196 -0.046 -4.350 -0.008 0.009 -0.013
H 2.504 -0.721 -2.496 0.030 0.094 0.021
H 1.981 -0.842 -4.151 0.041 0.034 0.033
H 0.513 0.936 -4.045 0.028 0.011 0.017
H 2.338 2.141 -1.945 -0.026 0.010 -0.049
H 0.821 2.887 -2.395 -0.041 0.001 -0.014
H 2.895 3.687 -3.682 0.019 -0.014 0.014
H 1.509 3.241 -4.649 0.018 0.004 -0.009
H -1.393 -1.817 -1.991 -0.003 -0.003 0.007
H -0.031 -1.075 -4.587 -0.068 -0.030 0.012
H -1.704 -1.448 -4.250 -0.009 -0.019 0.008
H 0.610 -3.353 -4.702 0.000 0.000 0.015
H -0.981 -3.356 -5.422 -0.009 0.004 0.004
H -0.903 -5.193 -3.785 0.017 0.007 -0.008
H -1.938 -3.943 -3.139 0.011 0.003 0.003
H 0.850 -4.750 -2.281 -0.010 0.006 0.007
H -0.540 -4.367 -1.290 -0.013 0.010 -0.006
H 1.495 -2.530 -2.561 -0.091 -0.045 0.034
H 0.819 -2.446 -0.953 -0.007 -0.022 0.009
H -2.425 0.231 -1.789 0.001 -0.003 0.000
H -3.132 1.024 -3.782 0.001 0.017 0.012
H -1.499 0.778 -4.325 -0.027 0.015 0.014
H -2.195 3.028 -4.936 -0.010 0.003 -0.002
H -0.947 3.150 -3.729 0.010 -0.006 0.029
H -3.895 3.770 -3.480 0.001 -0.019 0.002
H -2.523 4.657 -2.863 0.000 -0.004 -0.008
H -3.971 2.303 -1.642 0.007 0.003 -0.009
H -3.358 3.745 -0.863 0.013 0.004 -0.006
H -1.931 1.864 -0.188 -0.014 -0.004 -0.038
H -0.999 2.861 -1.282 0.001 -0.004 -0.013
```
Forces are in eV/Å.

=====

Strongest force on any atom? In order: 1.41, 0.49 eV/A.
Energy above the lowest of the compared OMol25 structures with the same formula, charge and spin? In order: 6.751, 0.000 eV.
E_tot? In order: -229304.5531, -124712.2807 eV.